# 1
This record from the Open Molecules 2025 dataset describes 2 unconnected molecules or ions with the total composition C2H4N3O in a non-equilibrium geometry. The level of theory is ωB97M-V/def2-TZVPD.

For the LUMO energy, the calculation gives -5.019 eV. Its charge is +1. Its orbital gap is 12.0 eV. The strongest force on any atom comes out at 2.97 eV Å⁻¹.

CARTESIAN COORDINATES (ANGSTROEM)
1 C -0.66866 2.41804 0.33067
2 C 0.92935 -1.02343 0.48066
3 N -0.64623 1.28443 0.42125
4 N -0.82891 -1.05163 -1.21388
5 N -0.11378 -0.75944 -0.39649
6 O -1.61690 -1.11627 -2.02578
7 H -0.67762 3.47194 0.25325
8 H 1.35970 -2.00799 0.29457
9 H 1.70358 -0.26145 0.34788
10 H 0.55946 -0.95420 1.50786

# 2
This record from the Open Molecules 2025 dataset describes a molecular structure, C13H30AsF6N3O4PdS3Si2. The level of theory is ωB97M-V/def2-TZVPD.

For the LUMO energy, the calculation gives 4.462 eV. Its charge is -2. Its orbital gap is 5.0 eV. The strongest force on any atom comes out at 0.98 eV Å⁻¹.

CARTESIAN COORDINATES (ANGSTROEM)
1 Pd 0.61625 0.02605 0.23220
2 F -0.16982 1.45646 4.90211
3 C -1.08810 1.01177 4.03218
4 F -1.98400 1.99727 3.87169
5 F -1.73925 -0.00202 4.63300
6 S -0.33285 0.40467 2.45703
7 O 0.60266 -0.51015 3.08838
8 O -1.54440 -0.12670 1.81117
9 N 0.09023 1.92187 2.02639
10 S 0.16405 2.33292 0.44675
11 O -0.95002 1.92173 -0.45368
12 O 1.40591 2.80906 -0.14662
13 C -0.52297 4.01225 0.82545
14 F -0.64215 4.71947 -0.31067
15 F -1.75600 3.96212 1.37350
16 F 0.24931 4.72853 1.65464
17 C 4.13566 0.79231 -2.42578
18 Si 4.36871 0.85243 -0.56753
19 C 6.09195 0.13114 -0.27502
20 C 4.62438 2.66273 -0.16867
21 As 2.94779 -0.27768 0.87208
22 Si 2.17363 -1.86642 -0.69641
23 C 3.66514 -2.95218 -1.16845
24 C 1.44238 -1.53265 -2.40561
25 C 1.06894 -3.09985 0.21258
26 H 4.95821 1.32916 -2.92025
27 H 3.18574 1.27033 -2.70300
28 H 4.11234 -0.23826 -2.79929
29 H 6.88235 0.73192 -0.75209
30 H 6.15764 -0.90411 -0.64160
31 H 6.27755 0.09900 0.80657
32 H 5.37773 3.09852 -0.84019
33 H 4.96586 2.77640 0.86917
34 H 3.68586 3.21603 -0.26264
35 H 4.37491 -2.38676 -1.79081
36 H 3.35873 -3.85397 -1.72704
37 H 4.19541 -3.25585 -0.25814
38 H 2.17782 -1.02861 -3.04189
39 H 0.55366 -0.89910 -2.37415
40 H 1.15757 -2.48857 -2.86960
41 H 1.61113 -3.46741 1.09221
42 H 0.79596 -3.94274 -0.43925
43 H 0.14134 -2.65031 0.57932
44 C -5.17438 -3.34828 -1.26696
45 C -4.64930 -2.68969 0.00118
46 N -4.45766 -1.25858 -0.13538
47 C -3.34491 -0.68406 -0.65592
48 S -2.00629 -1.55599 -1.20429
49 N -3.38500 0.65806 -0.79730
50 C -4.40854 1.53129 -0.23019
51 C -4.31804 1.71047 1.28013
52 H -5.35094 -4.41564 -1.10174
53 H -4.43710 -3.23314 -2.06374
54 H -6.11337 -2.88679 -1.58817
55 H -3.68334 -3.11625 0.26159
56 H -5.33615 -2.84927 0.83336
57 H -5.23849 -0.66435 0.07084
58 H -2.45703 1.06860 -0.88668
59 H -5.39652 1.17431 -0.53178
60 H -4.27417 2.49826 -0.71188
61 H -4.41168 0.75956 1.80834
62 H -5.09779 2.39723 1.63017
63 H -3.34650 2.12346 1.54038

# 3
This record from the Open Molecules 2025 dataset describes C5H6O2S in the gas phase in a non-equilibrium geometry. The level of theory is ωB97M-V/def2-TZVPD.

For the LUMO energy, the calculation gives -0.027 eV. The SMILES is O=CS[C@@H]1CC=CO1. Its charge is 0. Its orbital gap is 9.3 eV. The strongest force on any atom comes out at 8.80 eV Å⁻¹.

CARTESIAN COORDINATES (ANGSTROEM)
1 C -0.02194 2.31573 -0.39507
2 C -0.82307 0.12287 0.71301
3 C 0.59912 -0.72522 0.89994
4 C 0.61043 -1.60244 -0.39479
5 C -0.39737 -1.26005 -1.10164
6 H -0.08028 1.56586 -1.45837
7 H -1.46428 -0.41357 1.43936
8 H 1.69128 -0.10114 1.03405
9 H 0.51223 -1.54438 1.66768
10 H 1.68593 -1.95725 -0.68888
11 H -0.91634 -1.53243 -2.06715
12 O 0.66758 3.46913 -0.06111
13 O -1.18891 -0.10597 -0.71162
14 S -0.87438 1.76886 1.12459

# 4
This record from the Open Molecules 2025 dataset describes 2 unconnected molecules or ions with the total composition C25H36BrN4O5P in a non-equilibrium geometry. The level of theory is ωB97M-V/def2-TZVPD.

For the LUMO energy, the calculation gives -7.380 eV. Its charge is +2. Its orbital gap is 4.2 eV. The strongest force on any atom comes out at 2.49 eV Å⁻¹.

CARTESIAN COORDINATES (ANGSTROEM)
1 C -0.84275 -3.09683 3.31227
2 C -1.94035 -3.66419 2.68674
3 C -2.52312 -3.25817 1.28731
4 N -3.96496 -3.52423 1.44483
5 C -2.18065 -1.77910 1.05945
6 C -3.05575 -0.69272 1.73688
7 C -2.16894 0.48234 2.09493
8 O -2.48245 1.60463 1.90473
9 N -2.13714 -1.54782 -0.39368
10 C -1.53416 -2.74285 -0.91591
11 O -0.91768 -2.72467 -1.91700
12 C -1.88497 -3.93738 0.01268
13 C -0.63284 -4.73396 0.38841
14 O 0.14792 -5.08492 -0.74598
15 C 1.43386 -5.50550 -0.27896
16 C 2.46854 -4.39020 -0.34188
17 O 2.49949 -3.65720 0.87234
18 C 3.46489 -2.62969 0.86069
19 C 3.05087 -1.38713 0.06207
20 P -3.05183 -4.88015 -1.14715
21 O -4.28233 -3.78012 -1.33503
22 Br -3.78819 -6.67623 -0.02068
23 H -1.01707 -2.37260 4.11426
24 H 0.20350 -3.28051 3.05158
25 H -2.47531 -4.44006 3.24083
26 H -4.22544 -3.10342 2.33606
27 H -4.01702 -4.52554 1.63602
28 H -1.15909 -1.49536 1.34802
29 H -3.50706 -1.13280 2.63344
30 H -3.85139 -0.39152 1.05304
31 H -1.18200 0.25778 2.56285
32 H -3.04410 -1.40604 -0.83813
33 H -0.86999 -5.62009 0.99393
34 H -0.00098 -4.07069 0.99946
35 H 1.34682 -5.92303 0.73067
36 H 1.75577 -6.31689 -0.93782
37 H 3.44261 -4.89152 -0.47145
38 H 2.27767 -3.77322 -1.22862
39 H 4.43880 -3.02676 0.54318
40 H 3.58546 -2.31187 1.90117
41 H 3.92241 -0.73876 -0.07423
42 H 2.31461 -0.79319 0.62132
43 H 2.60169 -1.63831 -0.90142
44 H -4.94331 -3.91453 -0.63309
45 C 0.20987 -0.08059 -2.18914
46 N 0.50778 1.34191 -1.88345
47 C 1.21753 2.07344 -2.75581
48 C 1.47030 3.40558 -2.51457
49 C 0.98059 4.00858 -1.35748
50 C 0.26787 3.21508 -0.46469
51 C 0.04617 1.88483 -0.74888
52 C 1.18141 5.45253 -1.08652
53 C 0.08969 6.29541 -0.89775
54 C 0.28566 7.62630 -0.60064
55 N 1.52586 8.12581 -0.48555
56 C 2.60042 7.34414 -0.68456
57 C 2.45451 6.01007 -0.98791
58 C 1.72817 9.54883 -0.11876
59 H 1.14853 -0.60422 -2.34687
60 H -0.40606 -0.10943 -3.08476
61 H -0.32922 -0.52089 -1.35781
62 H 1.56524 1.57448 -3.65007
63 H 2.03069 3.97086 -3.24800
64 H -0.12115 3.62127 0.46055
65 H -0.51030 1.24376 -0.07898
66 H -0.92360 5.92472 -0.98295
67 H -0.54256 8.30293 -0.44449
68 H 3.57203 7.80829 -0.58305
69 H 3.34265 5.40663 -1.12290
70 H 2.32596 10.02132 -0.89442
71 H 2.24167 9.57888 0.83968
72 H 0.76621 10.04456 -0.03840

# 5
This record from the Open Molecules 2025 dataset describes C5H9NO in the gas phase in a non-equilibrium geometry. The level of theory is ωB97M-V/def2-TZVPD.

For the LUMO energy, the calculation gives 0.753 eV. Its charge is 0. Its orbital gap is 7.8 eV. The strongest force on any atom comes out at 2.00 eV Å⁻¹.

CARTESIAN COORDINATES (ANGSTROEM)
1 C 1.32971 -1.23715 0.16474
2 C 0.76264 0.15715 0.02741
3 O 1.78145 1.09211 0.36843
4 C 0.04649 0.56698 -1.24310
5 N -1.22141 0.84059 -0.45595
6 C -1.76481 -0.26479 0.38410
7 C -0.54048 0.47792 0.80299
8 H 0.54197 -1.99840 0.13421
9 H 1.89478 -1.34133 1.09419
10 H 2.00921 -1.42162 -0.67433
11 H 1.68476 1.76867 -0.32297
12 H -0.16425 -0.17608 -2.01437
13 H -1.40876 1.75818 -0.82379
14 H -1.68169 -1.25000 -0.08098
15 H -2.67674 -0.09621 0.95923
16 H -0.59286 1.12399 1.68019

# 6
This record from the Open Molecules 2025 dataset describes C19H24N2O5S2 in the gas phase in a non-equilibrium geometry. The level of theory is ωB97M-V/def2-TZVPD.

For the LUMO energy, the calculation gives 0.266 eV. The SMILES is Cc1cc(C)c(S(=O)(=O)Nc2cccc(S(=O)(=O)N3CCOCC3)c2)c(C)c1. Its charge is 0. Its orbital gap is 9.5 eV. The strongest force on any atom comes out at 1.17 eV Å⁻¹.

CARTESIAN COORDINATES (ANGSTROEM)
1 C 0.04004 -3.49636 -0.72150
2 C 0.94436 -2.35722 -0.37672
3 C 1.87322 -1.86490 -1.27953
4 C 2.71475 -0.80071 -0.97036
5 C 2.58398 -0.19960 0.28034
6 C 1.69784 -0.70524 1.23208
7 C 0.89433 -1.78337 0.88589
8 H 0.21364 -2.18963 1.61955
9 C 1.57773 -0.15278 2.62051
10 H 1.31637 -0.95423 3.30883
11 H 0.78161 0.59072 2.67035
12 H 2.51138 0.29635 2.94399
13 S 3.48222 1.30641 0.70210
14 O 4.24181 1.80410 -0.40069
15 O 4.15157 1.19020 1.96367
16 N 2.20147 2.39178 0.97919
17 C 1.13291 2.39965 0.09911
18 C -0.18813 2.40667 0.54605
19 C -1.21405 2.37199 -0.37488
20 C -0.97810 2.33079 -1.73406
21 C 0.33588 2.35021 -2.17966
22 C 1.37990 2.37930 -1.27538
23 H 2.40519 2.40803 -1.60487
24 H 0.54526 2.34390 -3.23829
25 H -1.81502 2.31364 -2.41257
26 S -2.88781 2.19815 0.23432
27 O -3.81403 2.64349 -0.76069
28 O -2.97040 2.72565 1.56295
29 N -3.08308 0.54193 0.36686
30 C -2.32246 -0.10608 1.40866
31 H -2.41954 0.49986 2.30877
32 C -2.90688 -1.50452 1.62025
33 H -2.31707 -2.07040 2.34301
34 O -2.88061 -2.24531 0.42066
35 C -3.62346 -1.60126 -0.59093
36 H -3.54673 -2.23374 -1.47661
37 C -3.06786 -0.20248 -0.87023
38 H -3.69525 0.33291 -1.58175
39 H -2.04255 -0.28908 -1.26639
40 H -4.67499 -1.51750 -0.28437
41 H -3.94088 -1.41282 1.97971
42 H -1.26169 -0.19316 1.12229
43 H -0.43382 2.46719 1.59522
44 H 1.96793 2.48666 1.95514
45 C 3.73014 -0.38370 -1.98503
46 H 3.44680 0.55339 -2.45877
47 H 3.81943 -1.14682 -2.75512
48 H 4.69943 -0.22433 -1.52177
49 H 1.95714 -2.32545 -2.25321
50 H 0.04491 -3.68923 -1.79094
51 H -0.97695 -3.28362 -0.39642
52 H 0.37009 -4.39942 -0.20880

no.,highest occupied orbital energy (hartree)
1,-0.6238
2,-0.0209
3,-0.3419
4,-0.4271
5,-0.2596
6,-0.3405